(1)
Below is one molecule with the formula C6H8N2, with properties calculated with ωB97M-V/def2-TZVPD.

CARTESIAN COORDINATES (ANGSTROEM)
C1 1.871 -0.863 -0.175
N1 1.210 0.089 -0.947
H1 -2.247 -0.732 0.580
C2 0.968 -1.309 0.759
H2 -1.305 -2.275 1.019
C3 -1.406 -1.148 1.154
H3 -1.627 -0.964 2.227
C4 -1.079 1.246 -0.763
H4 -1.766 2.995 -0.732
H5 -1.987 0.872 -0.926
H6 2.772 -1.224 -0.629
H7 1.032 -2.227 1.323
C5 -0.016 0.288 -0.401
N2 -0.138 -0.608 0.618
H8 0.196 2.808 -0.244
C6 -0.769 2.516 -0.627

highest occupied orbital energy: -8.342 eV
HOMO-LUMO gap: 9.20 eV
structure (SMILES): C=Cc1nccn1C

=====

(2)
Below is an isolated ion of composition C4H13N2S2 and charge +1, with properties calculated with ωB97M-V/def2-TZVPD.

CARTESIAN COORDINATES (ANGSTROEM)
H1 -0.922 0.367 2.203
S1 1.702 0.910 0.853
N1 -0.446 1.411 -0.935
H2 -0.617 0.776 -1.731
H3 0.365 2.120 -1.135
H4 0.864 -2.528 -1.503
S2 1.870 -0.336 -1.905
H5 -2.068 0.802 0.921
C1 1.162 -1.690 -0.877
H6 -0.878 -0.896 -1.279
H7 -1.226 2.089 -0.653
N2 -1.075 -1.797 0.489
C2 -1.101 1.022 1.241
H8 -0.593 -2.220 1.296
C3 -0.327 -0.966 -0.329
H9 -0.992 2.043 1.384
H10 3.096 -0.387 -1.459
C4 -0.111 0.524 0.282
H11 1.881 -1.861 -0.111
H12 1.402 1.356 2.043
H13 -1.620 -2.497 -0.022

highest occupied orbital energy: -12.601 eV
charge: +1
HOMO-LUMO gap: 9.42 eV
structure (SMILES): C[C@@]([NH3+])(S)[C@H](N)CS

=====

(3)
Below is a 2-piece molecular cluster, ClH3N2O2S overall, with properties calculated with ωB97M-V/def2-TZVPD.

CARTESIAN COORDINATES (ANGSTROEM)
H1 -0.891 -2.240 -0.073
H2 -0.092 -1.360 -1.399
O1 1.296 1.710 1.030
S1 1.477 0.364 0.586
H3 -1.476 1.135 0.375
N1 -0.264 -1.410 -0.360
Cl1 -2.363 1.893 0.006
O2 2.365 0.325 -0.557
N2 -0.053 -0.416 0.392

⟨S²⟩: 2.0092
highest occupied orbital energy (alpha / beta): -8.856 / -10.835 eV
2S+1: 3
HOMO-LUMO gap (alpha / beta): 9.07 / 7.57 eV

=====

(4)
Below is a 6-piece molecular cluster, C14H43N3O6 overall, with properties calculated with ωB97M-V/def2-TZVPD.

CARTESIAN COORDINATES (ANGSTROEM)
H1 -25.153 13.590 -5.005
O1 -20.292 13.859 -4.692
C1 -22.525 10.356 -3.400
O2 -20.460 16.629 -4.225
H2 -24.536 13.530 -7.192
H3 -18.338 15.525 -8.923
O3 -23.756 9.640 -3.451
H4 -24.523 8.020 -4.615
N1 -24.896 14.438 -7.469
H5 -23.578 13.003 -1.354
H6 -20.208 20.404 -7.067
H7 -23.613 12.685 -3.118
C2 -25.495 14.635 -5.132
H8 -20.221 13.673 -8.009
H9 -20.829 13.532 -3.957
H10 -20.693 18.230 -8.527
H11 -26.392 16.771 -6.247
H12 -17.758 19.189 -8.449
H13 -20.590 15.790 -4.711
O4 -23.829 11.635 -7.171
H14 -25.373 16.965 -7.595
H15 -22.580 10.376 -1.390
H16 -17.901 16.194 -10.544
H17 -19.290 14.584 -6.951
H18 -18.783 19.696 -6.354
H19 -25.465 15.543 -2.042
H20 -21.672 9.674 -3.466
H21 -20.026 20.471 -9.703
N2 -21.217 11.916 -2.067
C3 -18.238 16.432 -9.539
H22 -23.785 9.376 -5.510
H23 -23.745 15.349 -6.002
C4 -18.844 19.302 -8.442
C5 -19.628 17.982 -8.443
H24 -22.796 8.304 -4.697
C6 -23.612 12.236 -2.124
H25 -17.475 16.951 -8.945
H26 -20.008 12.248 -5.932
H27 -21.104 14.828 -7.229
O5 -25.145 15.284 -3.923
H28 -26.568 14.456 -5.292
C7 -20.282 14.143 -7.014
H29 -24.381 14.810 -8.252
H30 -25.686 13.778 -2.550
H31 -24.750 11.344 -7.142
C8 -24.806 15.313 -6.292
H32 -19.284 19.249 -10.370
C9 -20.605 13.167 -5.908
H33 -21.340 17.015 -4.156
H34 -19.523 17.427 -7.501
H35 -24.539 11.673 -1.990
H36 -24.716 17.418 -5.981
C10 -22.491 11.189 -2.121
C11 -23.772 8.802 -4.575
H37 -21.248 12.463 -1.215
H38 -18.615 21.144 -7.392
H39 -26.917 15.072 -2.842
H40 -21.637 12.804 -5.896
C12 -19.150 20.208 -7.247
C13 -25.853 14.829 -2.767
H41 -22.526 11.005 -4.286
N3 -19.109 20.026 -9.730
O6 -19.426 17.184 -9.590
H42 -20.386 11.338 -2.016
C14 -25.339 16.719 -6.532
H43 -23.542 11.455 -8.075

highest occupied orbital energy: -9.077 eV
HOMO-LUMO gap: 9.31 eV
structure (SMILES): COC[C@H](C)N.COC[C@H](C)N.COC[C@H](C)N.CCO.O.O

=====

(5)
Below is C4H9OS as an isolated structure, with properties calculated with ωB97M-V/def2-TZVPD.

CARTESIAN COORDINATES (ANGSTROEM)
H1 1.687 -0.272 0.241
S1 -0.135 0.191 1.724
C1 -1.437 -1.257 -0.924
H2 -0.137 0.427 -1.242
C2 0.687 -0.695 0.374
H3 -0.126 2.746 1.463
C3 -0.046 -0.626 -0.965
H4 1.529 2.128 1.979
C4 0.794 2.216 1.160
H5 0.819 -1.741 0.672
H6 -2.055 -0.748 -0.185
O1 1.190 2.277 -0.025
H7 0.550 -1.136 -1.731
H8 -1.935 -1.195 -1.896
H9 -1.385 -2.314 -0.643

highest occupied orbital energy: -3.022 eV
charge: -1
HOMO-LUMO gap: 7.01 eV

=====

(6)
Below is one molecule with the formula C8H8N2O2, with properties calculated with ωB97M-V/def2-TZVPD.

CARTESIAN COORDINATES (ANGSTROEM)
H1 -0.763 -0.773 -1.971
H2 1.337 -2.208 -1.085
C1 0.443 -0.823 0.000
O1 3.135 -0.391 -1.004
C2 -0.441 -0.144 1.113
N1 2.705 0.169 0.024
H3 -0.745 2.860 0.088
H4 0.865 1.578 -1.932
H5 -0.815 -0.590 1.963
H6 -2.460 0.335 0.160
C3 -0.494 -0.187 -1.056
O2 3.289 0.352 1.101
C4 -1.355 0.453 0.036
H7 0.766 1.738 1.941
C5 1.334 0.454 -0.048
C6 0.509 1.134 1.050
N2 0.933 -2.151 -0.112
C7 -0.439 1.758 0.025
C8 0.429 1.066 -1.141
H8 1.685 -2.123 0.596

highest occupied orbital energy: -9.559 eV
HOMO-LUMO gap: 9.60 eV
structure (SMILES): N[C@]12[C@@H]3[C@H]4[C@@H]5[C@H]([C@H]41)[C@@]2([N+](=O)[O-])[C@@H]53

=====

(7)
Below is C35H50As3N4O3PtS2 as an isolated structure, with properties calculated with ωB97M-V/def2-TZVPD.

CARTESIAN COORDINATES (ANGSTROEM)
H1 3.219 1.384 -0.343
H2 -0.337 5.336 -1.992
H3 -3.720 -5.598 1.002
C1 0.880 -5.681 0.114
H4 -1.822 6.429 2.252
S1 2.998 -1.717 0.269
H5 -3.435 1.553 1.282
H6 -6.978 -6.027 -3.306
O1 -3.171 -3.333 2.167
C2 -1.664 2.305 -1.158
C3 -0.706 3.484 -0.918
H7 6.368 1.416 3.714
H8 3.884 2.049 1.169
H9 0.963 2.214 -1.491
C4 -2.266 6.776 1.318
H10 -0.352 3.897 -3.022
H11 2.730 4.186 2.303
C5 3.218 2.237 0.328
C6 4.329 0.456 -2.593
C7 -2.523 0.979 1.414
H12 -3.197 4.126 2.506
S2 -3.299 -2.766 0.863
C8 -3.071 -0.100 -1.599
C9 -3.840 4.371 1.660
Pt1 -0.275 -1.266 -0.048
H13 -5.013 -7.117 -0.453
C10 5.119 -0.117 2.886
H14 -2.633 0.071 -2.580
C11 3.826 -0.622 2.765
C12 2.773 0.045 3.381
H15 4.491 2.580 4.831
H16 -4.619 5.056 1.996
H17 2.229 -4.095 -0.398
N1 -6.356 -6.399 -2.613
H18 -1.765 1.566 1.931
H19 -6.280 -3.763 -2.812
C13 4.401 -0.919 -0.488
N2 -1.375 -4.965 0.457
C14 -5.685 -5.553 -1.772
C15 3.825 -0.519 -4.734
H20 5.950 -0.642 2.425
C16 3.877 -1.894 -2.763
C17 4.304 1.690 4.244
H21 1.764 -0.341 3.294
C18 -4.976 -6.056 -0.671
H22 1.932 4.998 0.945
C19 -1.118 4.292 0.332
H23 -0.816 -6.929 0.607
H24 -1.533 7.363 0.765
H25 1.410 3.873 -1.136
As1 1.400 2.509 0.976
C20 -4.243 -5.216 0.136
H26 -2.747 0.082 1.969
C21 5.359 1.037 3.620
H27 -3.268 -1.154 -1.468
C22 -0.942 -3.735 0.223
H28 5.241 -1.585 -0.260
H29 -6.481 -7.361 -2.358
H30 1.011 4.605 2.415
C23 -5.687 -4.171 -2.002
H31 4.584 1.324 -1.998
C24 -0.831 4.377 -2.164
H32 3.438 -2.632 -4.725
C25 4.149 0.588 -3.964
As2 -1.793 0.537 -0.306
H33 2.190 1.689 4.621
C26 3.575 -1.877 1.980
H34 -1.118 3.664 1.225
H35 4.552 0.039 0.005
O2 -3.877 -1.463 0.689
H36 4.260 1.559 -4.428
H37 2.796 -2.482 2.444
C27 1.222 -4.374 -0.130
H38 -1.872 4.576 -2.423
H39 4.478 -2.485 1.877
H40 -4.328 3.470 1.296
C28 1.798 4.267 1.744
As3 -2.852 5.263 0.226
H41 -5.005 -2.260 -1.347
H42 1.614 -6.470 0.078
C29 3.014 1.191 4.126
O3 1.844 -0.714 0.262
H43 3.786 -2.874 -2.305
H44 -1.601 2.018 -2.209
H45 3.553 3.127 -0.209
N3 0.310 -3.396 -0.062
C30 -4.201 -3.848 -0.142
H46 -3.991 0.475 -1.492
C31 4.195 -0.785 -1.982
N4 -1.745 -2.613 0.221
H47 -0.378 5.074 0.489
H48 -3.120 7.413 1.544
C32 3.689 -1.763 -4.130
C33 -0.461 -5.923 0.412
H49 -2.681 2.675 -0.993
H50 3.687 -0.416 -5.802
C34 0.763 3.052 -0.814
C35 -4.955 -3.328 -1.195

highest occupied orbital energy: -10.189 eV
charge: +1
HOMO-LUMO gap: 7.24 eV

=====

(8)
Below is a 8-piece molecular cluster, C12H27F2N3O12 overall, with properties calculated with ωB97M-V/def2-TZVPD.

CARTESIAN COORDINATES (ANGSTROEM)
O1 -2.368 0.625 -2.228
O2 2.725 -1.945 4.142
H1 -2.001 3.044 -1.269
O3 2.747 -1.751 -3.320
H2 1.705 1.660 2.766
O4 -1.251 -2.337 3.270
C1 3.019 -0.995 3.411
C2 -1.626 3.877 -0.676
C3 2.627 -2.647 -4.426
H3 0.586 0.850 0.735
H4 -0.221 -0.229 1.673
O5 1.814 -1.517 -1.264
C4 -0.723 3.340 0.422
C5 1.968 -2.123 -2.278
C6 -2.531 0.712 -3.616
C7 -1.519 -0.407 -1.934
H5 0.579 2.066 3.856
C8 -2.854 -2.454 1.459
H6 3.556 -3.083 -4.783
H7 4.307 -0.295 1.794
N1 1.337 2.460 3.302
N2 0.626 -0.094 1.099
F1 -0.320 1.278 -4.159
F2 1.916 -4.936 -3.812
H8 -3.240 -3.403 1.833
H9 -2.441 -2.594 0.464
H10 5.205 -0.642 3.171
H11 2.142 -1.951 -5.112
H12 0.848 3.179 2.745
O6 0.090 2.429 0.183
C9 -1.164 0.203 -4.112
H13 0.685 -3.669 -4.586
O7 -1.906 -0.442 2.306
H14 -2.845 1.701 -3.942
H15 -3.747 -1.826 1.419
C10 4.340 -1.014 2.615
H16 -2.378 2.272 3.901
C11 -1.899 -1.708 2.439
O8 2.299 0.035 3.267
H17 -2.402 4.575 -0.373
O9 -1.313 -0.824 -0.843
H18 -3.287 0.023 -4.008
N3 -2.587 2.066 2.928
O10 -0.919 3.764 1.605
H19 -3.587 2.242 2.882
H20 0.522 -0.748 0.326
H21 -0.991 4.422 -1.380
H22 2.075 2.899 3.843
O11 -0.763 -0.601 -3.058
H23 4.596 -2.020 2.287
O12 1.154 -3.148 -2.658
H24 -1.172 -0.321 -5.066
C12 1.539 -3.633 -3.907
H25 1.488 -0.255 1.624
H26 -2.326 1.097 2.688
H27 -2.113 2.794 2.355

highest occupied orbital energy: -7.531 eV
HOMO-LUMO gap: 7.39 eV

=====

For each record above, in turn, the calculated energy above the lowest of the compared OMol25 structures with the same formula, charge and spin values are 1.895 2.543 0.000 1.279 0.419 8.093 0.946 0.604 eV.
For each record above, in turn, the calculated electronic energy values are -342.8643 -1065.7794 -1120.0040 -1174.8081 -631.2417 -569.3463 -9431.1879 -1740.3725 Ha.